Entry from the OMol25 dataset: 11 unconnected molecules or ions with the total composition H22O11 (wB97M-V/def2-TZVPD).

The geometry in XYZ format:
```
33
Properties=species:S:1:pos:R:3
O -1.62609 -2.52739 2.76444
H -1.34732 -1.61385 3.05520
H -2.47598 -2.58829 3.20166
O 0.99467 1.54454 -3.35793
H 0.89768 0.61370 -3.30402
H 0.99479 1.85400 -2.47889
O 1.08515 -1.01507 -3.06008
H 0.55585 -1.15865 -2.31587
H 2.02265 -1.02689 -2.81848
O -0.69409 0.09307 3.45492
H 0.01827 -0.25848 4.03136
H -1.08666 0.85780 3.88607
O -1.70645 0.25865 -2.04854
H -2.50569 0.48913 -2.59043
H -1.57674 1.08671 -1.63741
O 0.05160 -0.24284 0.45005
H 0.55829 0.38421 -0.10739
H 0.52537 -0.14337 1.30054
O -0.61371 2.86581 -1.28725
H -0.32857 3.75746 -1.19637
H -0.64464 2.51149 -0.41217
O -0.25911 -2.82655 -0.90915
H -0.69046 -3.46932 -0.35742
H -0.10104 -2.08425 -0.31303
O 1.85861 1.50288 -0.63976
H 1.55254 2.39201 -0.44833
H 2.81592 1.51954 -0.49798
O -2.50669 -1.23636 0.55916
H -2.30205 -1.57033 1.43865
H -1.74019 -0.82583 0.26604
O 2.51092 0.41796 2.06346
H 2.94209 0.94266 1.34418
H 2.82107 -0.50413 1.96477
```

The value obtained for the highest occupied orbital energy is -9.604 eV. The multiplicity is 1. The calculation puts the energy above the lowest of the compared OMol25 structures with the same formula, charge and spin at 233.1 kJ/mol. As for the total charge: 0. The structure (SMILES) is O.O.O.O.O.O.O.O.O.O.O. For the LUMO energy, the calculation gives -0.605 eV.

How is the electron density shared among the atoms? According to Mulliken, the charges in e are:
1 O -0.693
2 H 0.423
3 H 0.334
4 O -0.706
5 H 0.483
6 H 0.280
7 O -0.683
8 H 0.329
9 H 0.317
10 O -0.657
11 H 0.338
12 H 0.266
13 O -0.468
14 H 0.282
15 H 0.255
16 O -0.495
17 H 0.260
18 H 0.242
19 O -0.646
20 H 0.289
21 H 0.280
22 O -0.625
23 H 0.328
24 H 0.336
25 O -0.639
26 H 0.304
27 H 0.255
28 O -0.700
29 H 0.389
30 H 0.334
31 O -0.624
32 H 0.273
33 H 0.338



Entry from the OMol25 dataset: a molecular structure, C34H50AlFN4O5SSi2 (wB97M-V/def2-TZVPD).

The geometry in XYZ format:
```
98
Properties=species:S:1:pos:R:3
Al 0.82119 -0.15377 0.36170
O -1.48823 4.48075 -1.21456
C -1.87174 3.56171 -2.11452
C -2.66494 4.00135 -3.17644
C -3.08611 3.11598 -4.14541
C -2.73375 1.76760 -4.08567
C -1.95541 1.32658 -3.03889
C -1.51387 2.20401 -2.04140
C -0.66722 1.66529 -0.97038
O -0.38493 0.42130 -0.96442
N -0.19283 2.51286 -0.05181
N 0.59311 1.82189 0.80420
C 1.32326 2.39174 1.67697
C 2.15087 1.47838 2.47079
C 3.02883 1.89677 3.45569
C 3.74782 0.93414 4.14840
C 3.56556 -0.40429 3.84008
C 2.67124 -0.73641 2.83395
N 1.98368 0.18236 2.17068
H -0.91181 4.03432 -0.55465
H -2.92871 5.04986 -3.21393
H -3.69614 3.47802 -4.96383
H -3.06350 1.07856 -4.85100
H -1.66015 0.28856 -2.96308
H 1.35055 3.46787 1.80924
H 3.14128 2.95031 3.67237
H 4.44476 1.22711 4.92242
H 4.10583 -1.18199 4.36020
H 2.49098 -1.76600 2.54685
C -0.78777 -2.24749 4.15333
Si -1.17076 -0.91786 2.87972
C -3.01716 -0.70733 2.58183
C -0.70156 0.68755 3.72697
N -0.34804 -1.27049 1.36492
C -0.79133 -2.42397 0.71752
C -1.78100 -3.32936 1.13702
C -2.11932 -4.44299 0.37950
C -1.49542 -4.71884 -0.82509
C -0.49530 -3.86160 -1.26892
C -0.19206 -2.78021 -0.48740
F 0.82383 -1.92859 -0.87594
H -1.40213 -2.11106 5.04715
H 0.25859 -2.15820 4.46066
H -0.93463 -3.26561 3.79469
H -3.57343 -0.87462 3.50871
H -3.43830 -1.35157 1.81215
H -3.20052 0.32673 2.27641
H -1.45618 0.80917 4.51164
H -0.77943 1.56168 3.08274
H 0.27182 0.67675 4.21654
H -2.30684 -3.17217 2.06591
H -2.89317 -5.10442 0.74840
H -1.77155 -5.58393 -1.41149
H 0.03454 -4.02620 -2.19505
C 6.70610 -0.67731 -3.85153
C 6.00612 -0.33622 -2.54284
C 5.76441 -1.60282 -1.72748
C 6.81912 0.66638 -1.73416
O 4.78036 0.32399 -2.88928
Si 3.19710 -0.00540 -2.65695
S 2.83295 0.31260 -0.61320
O 2.36111 1.03754 -3.59524
C 2.47484 2.44515 -3.86435
C 2.81706 3.22138 -2.59842
C 3.55030 2.64460 -4.92594
C 1.11105 2.87112 -4.39095
O 2.82954 -1.51080 -3.16346
C 2.16984 -2.00110 -4.34147
C 2.84688 -1.43602 -5.58594
C 0.69500 -1.62623 -4.30496
C 2.34788 -3.51263 -4.29852
H 7.66859 -1.15679 -3.66256
H 6.87438 0.22761 -4.43743
H 6.08785 -1.35809 -4.43846
H 6.71946 -2.08670 -1.51245
H 5.13680 -2.30405 -2.27836
H 5.27076 -1.36596 -0.78476
H 7.79638 0.25560 -1.47225
H 6.28494 0.91833 -0.81643
H 6.96783 1.58045 -2.31138
H 3.78281 2.90727 -2.19830
H 2.05771 3.05896 -1.83197
H 2.86751 4.28932 -2.82302
H 4.51609 2.30222 -4.55481
H 3.62738 3.69962 -5.19727
H 3.30055 2.07609 -5.82382
H 0.34623 2.72667 -3.62572
H 0.84420 2.27212 -5.26352
H 1.11983 3.92351 -4.68143
H 2.74919 -0.35140 -5.61623
H 2.39334 -1.85128 -6.48847
H 3.90750 -1.69281 -5.58425
H 0.57346 -0.54320 -4.31259
H 0.22539 -2.01796 -3.40250
H 0.18284 -2.04500 -5.17404
H 3.40907 -3.76574 -4.31767
H 1.86041 -3.98527 -5.15308
H 1.92362 -3.91509 -3.37972
```

The value obtained for the highest occupied orbital energy is -7.837 eV. The multiplicity is 1. The calculation puts the energy above the lowest of the compared OMol25 structures with the same formula, charge and spin at 0.0 kJ/mol. As for the total charge: 0. For the LUMO energy, the calculation gives -0.958 eV.

How is the electron density shared among the atoms? According to Mulliken, the charges in e are:
1 Al -1.244
2 O -0.705
3 C 1.350
4 C -0.756
5 C -0.338
6 C -1.076
7 C -0.226
8 C -0.626
9 C 0.560
10 O -0.079
11 N -1.920
12 N 1.825
13 C -1.057
14 C 1.197
15 C -0.997
16 C -0.487
17 C -1.130
18 C -0.392
19 N 0.977
20 H 0.589
21 H 0.451
22 H 0.386
23 H 0.435
24 H 0.489
25 H 0.409
26 H 0.534
27 H 0.456
28 H 0.499
29 H 0.669
30 C -1.199
31 Si 0.609
32 C -1.392
33 C -1.087
34 N 1.168
35 C 0.354
36 C -0.580
37 C -1.310
38 C -0.714
39 C -0.784
40 C 0.673
41 F 0.442
42 H 0.397
43 H 0.287
44 H 0.392
45 H 0.376
46 H 0.459
47 H 0.328
48 H 0.543
49 H 0.255
50 H 0.207
51 H 0.456
52 H 0.408
53 H 0.437
54 H 0.174
55 C -1.663
56 C 1.717
57 C -1.342
58 C -1.618
59 O 0.472
60 Si -1.837
61 S -0.491
62 O 1.281
63 C 1.631
64 C -1.187
65 C -1.857
66 C -1.735
67 O 0.229
68 C 2.024
69 C -1.521
70 C -1.013
71 C -1.744
72 H 0.456
73 H 0.305
74 H 0.245
75 H 0.544
76 H 0.153
77 H 0.256
78 H 0.470
79 H 0.203
80 H 0.303
81 H 0.171
82 H 0.035
83 H 0.520
84 H 0.102
85 H 0.499
86 H 0.375
87 H 0.283
88 H 0.311
89 H 0.454
90 H 0.036
91 H 0.512
92 H 0.278
93 H -0.035
94 H -0.133
95 H 0.625
96 H 0.377
97 H 0.375
98 H 0.244



Entry from the OMol25 dataset: C7H16N2O in the gas phase (wB97M-V/def2-TZVPD).

The geometry in XYZ format:
```
26
Properties=species:S:1:pos:R:3
C 0.88927 2.18453 -0.84144
C 1.07681 0.90952 -0.04720
N 1.18065 -1.73187 -1.63945
O 0.26522 -0.62121 -1.74402
N 2.24514 0.57993 0.39838
H 2.08650 -1.25561 -1.62985
H 1.05348 -2.12551 -0.70787
H 2.95172 1.29154 0.18949
H 0.29829 1.99007 -1.73767
H 0.38722 2.94641 -0.24234
H 1.85418 2.59207 -1.15517
C -1.21126 1.15876 1.17385
C 0.19991 -0.82975 1.65274
C -1.65771 -1.76160 -0.57017
C -0.23359 0.15196 0.54504
C -0.84823 -0.48551 -0.70606
H -1.48975 0.24711 -1.20816
H -1.66837 1.81770 0.42914
H -0.69328 1.80487 1.89156
H -2.03151 0.65188 1.69350
H 1.12229 -1.36294 1.40919
H 0.37104 -0.29449 2.59425
H -0.55824 -1.58720 1.86985
H -2.50015 -1.60549 0.11116
H -2.03118 -2.07745 -1.54932
H -1.05843 -2.58772 -0.17942
```

The value obtained for the highest occupied orbital energy is -8.705 eV. The multiplicity is 1. The calculation puts the energy above the lowest of the compared OMol25 structures with the same formula, charge and spin at 337.5 kJ/mol. As for the total charge: 0. The structure (SMILES) is [H]/N=C(\C)C(C)(C)[C@H](C)ON. For the LUMO energy, the calculation gives 0.824 eV.

How is the electron density shared among the atoms? According to Mulliken, the charges in e are:
1 C -1.494
2 C 0.390
3 N -0.515
4 O -0.315
5 N -0.686
6 H 0.327
7 H 0.258
8 H 0.277
9 H 0.306
10 H 0.283
11 H 0.480
12 C -1.951
13 C -1.922
14 C -1.611
15 C 2.318
16 C -0.236
17 H 0.445
18 H 0.463
19 H 0.438
20 H 0.406
21 H 0.415
22 H 0.417
23 H 0.381
24 H 0.421
25 H 0.384
26 H 0.325



Entry from the OMol25 dataset: 6 unconnected molecules or ions with the total composition C17H49N5O6 (wB97M-V/def2-TZVPD).

The geometry in XYZ format:
```
77
Properties=species:S:1:pos:R:3
C 18.19269 7.14749 18.23876
C 17.86852 6.91472 16.71302
C 19.06694 7.38564 15.86432
O 18.86278 7.20059 14.39963
C 18.60518 8.39989 13.74993
N 17.44504 5.54876 16.45809
H 17.38007 6.64689 18.76228
H 18.16327 8.21185 18.42764
H 19.13304 6.63134 18.50518
H 17.07429 7.59044 16.52159
H 19.88484 6.68785 16.05718
H 19.38748 8.48179 16.06127
H 17.57384 8.74695 13.97044
H 18.77352 8.21503 12.63994
H 19.35229 9.14847 13.99299
H 18.21121 4.90840 16.65657
H 17.41841 5.40590 15.46216
C 12.11205 11.06192 21.70642
C 11.66902 10.14998 20.53627
C 10.36747 10.58032 19.89249
O 9.46160 10.24390 20.98420
C 8.23424 10.90233 20.66182
N 12.85061 10.26106 19.61331
H 12.37718 12.03138 21.34092
H 12.84821 10.57371 22.29746
H 11.28007 11.23968 22.39676
H 11.55807 9.12357 20.90327
H 10.05387 10.03622 19.00422
H 10.36325 11.62971 19.66682
H 7.87821 10.71220 19.61360
H 8.41057 11.98130 20.86205
H 7.44704 10.59991 21.35429
H 12.66731 9.90275 18.68131
H 13.19972 11.18330 19.69594
C 12.37741 11.29843 9.74974
C 11.57166 10.30368 10.52618
C 12.39576 9.03704 10.66296
O 11.65792 8.07710 11.32406
C 12.56578 6.87609 11.50247
N 11.26269 10.97438 11.72112
H 12.39848 11.15264 8.65014
H 13.38680 11.26375 10.13478
H 12.01693 12.31408 9.93669
H 10.73331 9.93670 9.93287
H 13.33124 9.12552 11.27472
H 12.70402 8.67918 9.64294
H 12.93760 6.42714 10.55877
H 12.16518 6.14621 12.18158
H 13.46477 7.26920 12.03257
H 12.16807 11.28252 12.10582
H 10.84492 10.34072 12.47209
C 14.10827 7.13268 17.33675
C 12.63540 7.12548 17.32860
O 12.24345 8.44171 17.02954
H 14.40798 7.84443 16.52366
H 14.58149 6.18859 17.06628
H 14.49573 7.47524 18.26549
H 12.31902 6.83836 18.31875
H 12.26993 6.43466 16.61656
H 11.26859 8.46984 16.97448
C 13.38552 11.93353 16.10774
C 13.21416 11.15070 14.79721
O 13.23640 9.70255 14.95568
H 13.39356 13.01966 15.79859
H 14.31459 11.73093 16.69604
H 12.54692 11.74736 16.73051
H 13.96484 11.48431 14.04119
H 12.28648 11.54968 14.46023
H 13.05530 9.47461 15.90063
C 9.71496 8.69549 15.12671
O 9.82324 8.90350 16.32578
N 8.48595 8.60481 14.61537
N 10.76687 8.40272 14.34005
H 7.81237 8.58673 15.33902
H 8.24892 8.78871 13.67213
H 11.68209 8.82353 14.49299
H 10.55937 8.15068 13.40163
```

The value obtained for the highest occupied orbital energy is -8.620 eV. The multiplicity is 1. As for the total charge: 0. The structure (SMILES) is COC[C@H](C)N.COC[C@H](C)N.COC[C@H](C)N.NC(N)=O.CCO.CCO. For the LUMO energy, the calculation gives 0.608 eV.

How is the electron density shared among the atoms? According to Mulliken, the charges in e are:
1 C -1.475
2 C 0.772
3 C -0.777
4 O -0.340
5 C -0.574
6 N -0.640
7 H 0.399
8 H 0.372
9 H 0.368
10 H -0.012
11 H 0.291
12 H 0.362
13 H 0.170
14 H 0.235
15 H 0.321
16 H 0.281
17 H 0.273
18 C -1.522
19 C 0.327
20 C -0.451
21 O -0.374
22 C -0.690
23 N -0.506
24 H 0.432
25 H 0.353
26 H 0.348
27 H 0.223
28 H 0.367
29 H 0.294
30 H 0.225
31 H 0.294
32 H 0.279
33 H 0.114
34 H 0.277
35 C -1.512
36 C 0.258
37 C -0.561
38 O -0.316
39 C -0.791
40 N -0.637
41 H 0.377
42 H 0.401
43 H 0.385
44 H 0.297
45 H 0.327
46 H 0.304
47 H 0.324
48 H 0.327
49 H 0.304
50 H 0.339
51 H 0.187
52 C -0.774
53 C -0.514
54 O -0.236
55 H -0.121
56 H 0.451
57 H 0.383
58 H 0.211
59 H 0.473
60 H 0.142
61 C -1.379
62 C -0.007
63 O -0.714
64 H 0.437
65 H 0.269
66 H 0.291
67 H 0.366
68 H 0.225
69 H 0.201
70 C 0.530
71 O -0.659
72 N -0.425
73 N -0.051
74 H 0.256
75 H 0.191
76 H 0.195
77 H 0.229



Entry from the OMol25 dataset: 2 unconnected molecules or ions with the total composition C9H18SSi (wB97M-V/def2-TZVPD).

The geometry in XYZ format:
```
29
Properties=species:S:1:pos:R:3
C 3.63226 1.05963 -0.39021
C -0.04035 0.03942 0.54772
C 3.64388 -0.32656 -0.43582
C 0.49479 -1.12929 0.17393
C -4.86250 0.88833 -0.58910
C 2.61850 -3.33361 -0.59110
C -1.41350 0.35722 1.06505
C -3.76805 1.06770 0.46224
C -2.39322 0.64558 -0.07889
Si 2.23890 -1.51975 -0.23802
S 4.88649 2.66212 1.37553
H 4.37324 1.61249 -0.93836
H 2.64328 1.52848 -0.01294
H 0.67625 0.87856 0.44121
H 4.47409 -0.86247 -0.67776
H -0.17891 -1.94382 0.18092
H -5.47301 0.01162 -0.53629
H -4.39511 0.69624 -1.56610
H -5.45113 1.76022 -0.58013
H 3.69422 -3.64804 -0.82767
H 2.29161 -3.95293 0.28503
H 1.98099 -3.81803 -1.56257
H -1.59347 -0.68965 1.63733
H -1.29412 1.02290 1.92273
H -4.17113 0.45291 1.28206
H -3.91796 2.10862 0.60367
H -2.52890 -0.20810 -0.67621
H -1.88876 1.42401 -0.60015
H 5.72163 3.21617 0.32389
```

The value obtained for the highest occupied orbital energy (alpha / beta) is -7.621 / -6.552 eV. The multiplicity is 1. The calculation puts the energy above the lowest of the compared OMol25 structures with the same formula, charge and spin at 542.1 kJ/mol. As for the total charge: 0. For the LUMO energy (alpha / beta), the calculation gives -0.984 / -1.363 eV.

How is the electron density shared among the atoms? According to Mulliken, the charges in e are:
1 C -0.894
2 C 0.090
3 C -0.198
4 C -0.374
5 C -1.219
6 C -0.955
7 C -0.856
8 C -0.292
9 C -0.655
10 Si 0.280
11 S -0.418
12 H 0.350
13 H 0.303
14 H -0.018
15 H 0.407
16 H 0.391
17 H 0.332
18 H 0.297
19 H 0.363
20 H 0.309
21 H 0.312
22 H 0.284
23 H 0.255
24 H 0.393
25 H 0.314
26 H 0.309
27 H 0.475
28 H 0.333
29 H 0.082



Entry from the OMol25 dataset: 2 unconnected molecules or ions with the total composition C4H12NO2S (wB97M-V/def2-TZVPD).

The geometry in XYZ format:
```
20
Properties=species:S:1:pos:R:3
C -0.05251 0.03696 -1.64031
C -1.37343 -0.58612 -2.02670
S -2.25176 0.51787 -3.18556
N 0.69896 -0.85727 -0.69799
H -0.15650 0.96643 -1.07516
H 0.61520 0.25735 -2.50178
H -1.95267 -0.79491 -1.14209
H -1.26494 -1.51367 -2.62252
H -3.31580 -0.29671 -3.29386
H 1.73608 -0.84115 -0.89471
H 0.38104 -1.83119 -0.86614
H 0.67563 -0.65525 0.33214
O 2.28689 1.03752 3.30408
C 1.31817 0.64103 2.69400
O 1.24161 -0.67353 2.21005
C 0.07002 1.32638 2.31481
H 2.01248 -1.13597 2.50491
H -0.68960 0.57502 2.13923
H 0.28752 1.84581 1.33509
H -0.26639 1.98140 3.11250
```

The value obtained for the highest occupied orbital energy is -12.939 eV. The multiplicity is 1. The calculation puts the energy above the lowest of the compared OMol25 structures with the same formula, charge and spin at 75.4 kJ/mol. As for the total charge: +1. For the LUMO energy, the calculation gives -3.701 eV.

How is the electron density shared among the atoms? According to Mulliken, the charges in e are:
1 C -0.530
2 C -0.718
3 S -0.175
4 N -0.188
5 H 0.285
6 H 0.371
7 H 0.428
8 H 0.395
9 H 0.174
10 H 0.415
11 H 0.407
12 H 0.139
13 O -0.486
14 C 0.713
15 O -0.521
16 C -0.811
17 H 0.304
18 H 0.311
19 H 0.154
20 H 0.335



Calculated values (Ha) of total energy for the records, taken in order: -840.79136 -3240.73621 -460.97530 -1402.24087 -1041.19498 -762.78224.